(1)
The following is a DFT calculation (ωB97M-V/def2-TZVPD) of an isolated molecule of CH4O2S2 at a distorted geometry.

Each line ends with the Mulliken charge.
Cartesian coordinates (Å):
C: -0.1281 0.7359 -0.0206  -0.76
S: 1.1063 0.9518 1.2431  -0.03
S: 2.3204 -0.2037 0.0437  0.76
O: 2.1741 -0.0061 -1.3744  -0.49
O: 3.6780 -0.2698 0.6116  -0.57
H: -0.1949 1.5460 -0.8474  0.27
H: -1.0605 0.7156 0.3586  0.38
H: 0.0407 -0.2274 -0.3474  0.27
H: 1.9294 -1.4794 0.2786  0.15

Frontier orbital gap (Eh): 0.38666
SMILES string: CS[SH](=O)=O
Relative energy (zero: lowest compared OMol25 entry of this formula, charge and spin) (eV): 1.815

---

(2)
The following is a DFT calculation (ωB97M-V/def2-TZVPD) of a structure of composition C7H21ClHfN7O18 at a distorted geometry.

Each line ends with the Mulliken charge.
Cartesian coordinates (Å):
Hf: 7.3946 3.4871 1.2790  1.80
Cl: 1.0612 1.6692 0.2250  1.61
O: 0.6572 0.6990 1.2077  -0.41
O: 0.0094 2.6212 -0.0925  -0.42
O: 2.2490 2.4274 0.5606  -0.50
O: 1.3206 0.9575 -0.9624  -0.42
C: -0.9795 -3.4277 -6.4425  -0.62
N: -0.3649 -4.0383 -7.7056  0.76
O: 0.0884 -5.1969 -7.6667  -0.35
O: -0.4854 -3.5063 -8.8357  -0.36
H: -1.8716 -3.9787 -6.1450  0.30
H: -1.3252 -2.4188 -6.6680  0.31
H: -0.1999 -3.3598 -5.6838  0.28
C: 5.3243 -4.2671 1.1156  -0.62
N: 5.8262 -3.0108 0.3966  0.77
O: 6.0552 -1.9890 1.0421  -0.54
O: 5.9435 -3.1631 -0.8132  -0.46
H: 4.3943 -4.5548 0.6253  0.26
H: 5.2965 -4.2168 2.2041  0.30
H: 6.1679 -4.9064 0.8551  0.29
C: -1.4165 -3.6679 6.5989  -0.71
N: -0.6467 -4.8499 7.0855  0.83
O: 0.0703 -5.4329 6.2707  -0.41
O: -0.8851 -5.2716 8.2331  -0.38
H: -2.3776 -3.6493 7.1128  0.32
H: -1.6552 -3.6189 5.5365  0.30
H: -0.8204 -2.8756 7.0518  0.30
C: -4.9412 2.7442 4.2725  -0.63
N: -5.2366 1.6490 5.2350  0.85
O: -5.0058 1.8634 6.4062  -0.46
O: -5.5448 0.6032 4.7093  -0.44
H: -4.9123 3.6497 4.8787  0.30
H: -5.6382 2.7001 3.4356  0.28
H: -3.9226 2.4860 3.9831  0.27
C: 5.6356 1.5512 -5.9442  -0.60
N: 6.6168 1.6782 -4.8573  0.80
O: 7.7442 1.3143 -5.1545  -0.44
O: 6.3481 2.0394 -3.7214  -0.53
H: 6.1561 1.9363 -6.8211  0.29
H: 4.7001 2.0827 -5.7697  0.29
H: 5.4374 0.4801 -5.9838  0.28
C: -1.8429 9.8733 0.4399  -0.60
N: -1.9878 10.6528 -0.8153  0.80
O: -2.6939 10.2889 -1.7211  -0.41
O: -1.3772 11.7660 -0.8404  -0.38
H: -2.6754 10.2854 1.0101  0.29
H: -0.9185 10.1729 0.9339  0.29
H: -1.9035 8.8240 0.1512  0.27
C: -4.6262 -3.5510 -0.1713  -0.70
N: -4.8248 -4.9263 0.1979  0.89
O: -4.5492 -5.1493 1.3577  -0.43
O: -5.2401 -5.6794 -0.6692  -0.44
H: -4.0308 -3.5868 -1.0836  0.29
H: -4.0280 -3.1149 0.6288  0.33
H: -5.5691 -3.0939 -0.4716  0.29

Frontier orbital gap (Eh): 0.03930
Total charge: +3

---

(3)
The following is a DFT calculation (ωB97M-V/def2-TZVPD) of a cluster of 2 separate species, C5H14 in total at a distorted geometry.

Each line ends with the Mulliken charge.
Cartesian coordinates (Å):
C: 0.2258 -0.8454 2.1582  -1.22
C: -1.0372 -0.7782 1.2799  -0.04
C: -1.5665 -2.0649 0.6331  -1.14
H: 0.1460 -1.8064 2.6787  0.36
H: 1.1874 -0.8798 1.6589  0.29
H: 0.2094 -0.0864 2.8867  0.36
H: -0.8672 0.0173 0.5517  0.14
H: -1.7849 -0.3849 1.9569  0.28
H: -2.4479 -2.4163 1.1592  0.32
H: -0.7605 -2.7799 0.4775  0.35
H: -1.9266 -1.8015 -0.3651  0.30
C: 0.8848 2.4849 -1.6856  -0.88
C: 1.4158 1.1505 -2.2221  -0.68
H: 0.7283 2.5168 -0.6062  0.26
H: 1.4873 3.3692 -1.8799  0.33
H: -0.1456 2.5817 -2.0423  0.26
H: 2.4925 1.1825 -2.1213  0.25
H: 1.1580 1.0531 -3.2717  0.27
H: 1.0334 0.3208 -1.6394  0.17

Frontier orbital gap (Eh): 0.45155
SMILES string: CCC.CC
Relative energy (zero: lowest compared OMol25 entry of this formula, charge and spin) (eV): 0.503

---

(4)
The following is a DFT calculation (ωB97M-V/def2-TZVPD) of a structure of composition C22H31AuN3O9PS2Te at a distorted geometry.

Each line ends with the Mulliken charge.
Cartesian coordinates (Å):
Au: -1.0516 0.2273 -0.3363  1.21
C: 4.2064 4.6741 2.0881  -0.76
O: 3.0430 5.4681 1.9470  -0.47
C: 1.9323 4.8741 1.4547  1.26
C: 0.8034 5.7159 1.3404  -1.26
C: -0.3432 5.1945 0.8282  -0.88
C: -0.4886 3.8438 0.4025  0.36
C: -1.7431 3.4237 -0.1703  1.07
C: -2.9271 4.3687 -0.3016  -1.45
O: -2.0052 2.2861 -0.6140  -0.68
C: 0.6609 2.9782 0.5509  -0.24
O: 0.7125 1.7420 0.2451  -0.33
C: 1.8583 3.5613 1.0767  -0.36
H: 4.9676 5.3249 2.5083  0.24
H: 4.5452 4.2939 1.1216  0.32
H: 4.0295 3.8356 2.7670  0.30
H: 0.8814 6.7502 1.6434  0.43
H: -1.1836 5.8644 0.7439  0.16
H: -2.7702 5.4040 -0.0291  0.38
H: -3.7312 3.9618 0.3129  0.30
H: -3.2615 4.3239 -1.3378  0.31
H: 2.7164 2.9055 1.1232  0.20
C: -3.9854 -5.0775 3.2561  -1.36
C: -3.8438 -4.5240 1.8610  -0.05
O: -3.5291 -3.1170 1.9530  -0.26
P: -2.4938 -2.3226 1.0669  0.52
O: -1.9602 -1.1218 1.7371  -0.83
Te: -0.5784 -3.7903 0.5186  0.01
O: -3.2148 -1.9635 -0.2938  -0.10
C: -3.8173 -2.9553 -1.1519  -0.22
C: -3.4344 -2.6451 -2.5775  -0.85
H: -4.2636 -6.1306 3.2068  0.39
H: -4.7585 -4.5384 3.8017  0.32
H: -3.0477 -4.9895 3.8036  0.33
H: -4.7692 -4.6145 1.2922  0.25
H: -3.0542 -5.0444 1.3094  0.27
H: -4.8943 -2.9053 -0.9913  0.27
H: -3.4700 -3.9536 -0.8719  0.36
H: -3.8733 -1.6993 -2.8953  0.32
H: -3.7982 -3.4308 -3.2407  0.43
H: -2.3485 -2.5905 -2.6699  -0.07
N: -1.1547 0.2508 -2.9833  -0.29
C: 0.1427 -0.2806 -3.0936  0.05
C: 0.4590 -1.5155 -3.6390  -0.68
C: 1.7265 -2.0606 -3.3942  -0.41
C: 2.6550 -1.3583 -2.6484  -0.45
C: 2.3630 -0.0668 -2.2273  -0.34
C: 1.1179 0.4632 -2.4269  -0.26
S: 4.2364 -2.0046 -2.1301  1.31
O: 5.2268 -1.3699 -2.9671  -0.69
O: 4.1286 -3.4416 -2.2591  -0.73
O: 4.2536 -1.5318 -0.7276  -0.63
H: -1.9222 -0.1781 -3.4801  0.18
H: -1.2090 1.2512 -3.1242  0.27
H: -0.2933 -2.0918 -4.1670  0.45
H: 1.9796 -3.0592 -3.7278  0.51
H: 3.1114 0.4863 -1.6721  0.41
H: 0.8621 1.4261 -2.0043  0.38
S: 0.4884 -1.8831 -0.4765  0.11
C: 1.4763 -1.2830 0.8502  0.29
N: 1.0287 -0.8862 2.0299  0.16
C: 2.1279 -0.2737 2.7872  -0.64
C: 3.3376 -0.4375 1.8334  -0.62
N: 2.7716 -1.1879 0.7107  0.01
H: 0.0435 -0.6815 2.1607  0.30
H: 2.2735 -0.8027 3.7273  0.39
H: 1.9050 0.7723 2.9911  0.32
H: 4.1435 -1.0045 2.2929  0.40
H: 3.7225 0.5148 1.4738  0.24
H: 3.2809 -1.3739 -0.1877  0.12

Frontier orbital gap (Eh): 0.22494
Relative energy (zero: lowest compared OMol25 entry of this formula, charge and spin) (eV): 1.980

---

no.,HOMO level (eV)
1,-10.57
2,-15.68
3,-11.21
4,-7.47